1.
Here is C20H22N2OS2 in the gas phase from the OMol25 dataset. Energies are from ωB97M-V/def2-TZVPD.

## Properties
**Energy**: -1756.5014 hartree
**Relative energy (zero: lowest compared OMol25 entry of this formula, charge and spin)**: 0.000 eV
**SMILES**: CCc1cccc(C)c1NC(=O)CCCSc1nc2ccccc2s1
**Orbital gap**: 8.990 eV

Each line ends with the natural charge from an NBO analysis.
CARTESIAN COORDINATES (ANGSTROEM)
1 C -3.86 -2.73 -0.07  -0.60
2 H -3.20 -2.33 -0.83  0.21
3 H -3.57 -3.75 0.14  0.21
4 H -4.87 -2.73 -0.46  0.21
5 C -3.79 -1.88 1.21  -0.41
6 C -4.17 -0.45 0.92  -0.01
7 C -5.44 0.00 1.26  -0.22
8 C -5.83 1.30 0.96  -0.20
9 C -4.94 2.15 0.34  -0.24
10 C -3.66 1.74 0.00  0.10
11 C -3.29 0.42 0.28  0.09
12 N -1.99 -0.04 -0.05  -0.64
13 C -1.47 -0.09 -1.30  0.69
14 O -2.02 0.35 -2.28  -0.61
15 C -0.08 -0.71 -1.36  -0.49
16 C 1.00 0.38 -1.25  -0.41
17 C 1.07 0.95 0.16  -0.52
18 H 0.13 1.41 0.46  0.23
19 H 1.37 0.19 0.88  0.24
20 S 2.30 2.30 0.28  0.31
21 C 3.76 1.38 0.25  -0.08
22 N 3.81 0.10 0.19  -0.52
23 C 5.10 -0.35 0.20  0.19
24 C 5.49 -1.68 0.14  -0.23
25 C 6.84 -1.98 0.15  -0.21
26 C 7.80 -0.97 0.23  -0.22
27 C 7.43 0.36 0.29  -0.20
28 C 6.08 0.66 0.27  -0.25
29 S 5.31 2.23 0.33  0.38
30 H 8.17 1.14 0.35  0.22
31 H 8.85 -1.23 0.24  0.22
32 H 7.16 -3.01 0.11  0.22
33 H 4.74 -2.46 0.08  0.22
34 H 1.97 -0.05 -1.50  0.23
35 H 0.78 1.18 -1.96  0.22
36 H 0.06 -1.46 -0.58  0.20
37 H 0.02 -1.19 -2.34  0.24
38 H -1.54 -0.60 0.66  0.40
39 C -2.70 2.70 -0.64  -0.66
40 H -2.54 2.43 -1.68  0.26
41 H -3.10 3.71 -0.59  0.21
42 H -1.74 2.68 -0.13  0.21
43 H -5.24 3.17 0.12  0.21
44 H -6.82 1.64 1.22  0.21
45 H -6.13 -0.67 1.75  0.21
46 H -2.79 -1.94 1.64  0.19
47 H -4.49 -2.29 1.94  0.21

---

2.
Here is a gas-phase ion, C8H15N2O3 (charge +1) from the OMol25 dataset. Energies are from ωB97M-V/def2-TZVPD.

## Properties
**Energy**: -648.7628 hartree
**Relative energy (zero: lowest compared OMol25 entry of this formula, charge and spin)**: 2.888 eV
**SMILES**: CN1O[C@@H](OC=[N+](C)C)CCC1=O
**Orbital gap**: 8.888 eV
**Charge**: +1

Each line ends with the natural charge from an NBO analysis.
CARTESIAN COORDINATES (ANGSTROEM)
1 C 0.97 -0.56 1.38  0.38
2 C -1.23 0.21 0.53  0.56
3 C 2.73 -0.23 -0.74  0.64
4 C 3.18 2.01 0.14  -0.43
5 C -3.46 0.90 0.11  -0.41
6 C -2.45 -0.99 -1.13  -0.44
7 C 1.72 -1.81 0.96  -0.45
8 C 2.15 -1.61 -0.49  -0.50
9 N 2.62 0.69 0.25  -0.16
10 N -2.32 0.05 -0.14  -0.30
11 O -0.17 -0.51 0.38  -0.49
12 O 3.29 0.05 -1.77  -0.58
13 O 1.78 0.55 1.42  -0.33
14 H 0.52 -0.62 2.38  0.21
15 H -1.21 1.00 1.29  0.20
16 H 2.39 2.77 0.08  0.20
17 H 3.81 2.22 1.00  0.22
18 H 3.77 2.02 -0.77  0.27
19 H -3.22 1.68 0.83  0.23
20 H -4.29 0.30 0.50  0.24
21 H -3.78 1.37 -0.83  0.24
22 H -1.83 -0.76 -2.01  0.24
23 H -3.49 -1.06 -1.44  0.24
24 H -2.12 -1.94 -0.72  0.24
25 H 1.10 -2.70 1.07  0.24
26 H 2.60 -1.91 1.60  0.25
27 H 2.90 -2.34 -0.79  0.27
28 H 1.30 -1.74 -1.17  0.24

---

3.
Here is a molecular structure, C24H31F4IrN8O6 from the OMol25 dataset. Energies are from ωB97M-V/def2-TZVPD.

## Properties
**Energy**: -2326.0823 hartree
**2S+1**: 2
**Relative energy (zero: lowest compared OMol25 entry of this formula, charge and spin)**: 6.473 eV
**Orbital gap (alpha / beta)**: 4.545 / 4.564 eV
**Charge**: +1

Each line ends with the Mulliken spin population.
CARTESIAN COORDINATES (ANGSTROEM)
1 Ir 0.32 -0.41 0.52  0.55
2 O -0.77 -4.68 1.58  -0.01
3 C -0.83 -3.53 1.27  0.01
4 O -0.01 -2.74 0.78  -0.04
5 C -2.33 -2.87 1.48  0.00
6 C -2.69 -1.92 0.32  0.01
7 C -4.22 -1.71 0.40  0.00
8 C -4.32 -0.77 1.62  0.01
9 C -2.83 -0.63 2.01  -0.01
10 O -2.17 -0.66 0.74  0.10
11 C -2.40 -1.95 2.66  0.03
12 C -0.89 -1.73 3.35  0.00
13 O -0.72 -2.43 4.31  0.03
14 O -0.22 -0.87 2.79  0.17
15 H -2.97 -3.74 1.56  0.00
16 H -2.30 -2.19 -0.66  0.01
17 H -4.58 -1.24 -0.51  0.00
18 H -4.75 -2.65 0.54  0.00
19 H -4.72 0.20 1.33  0.00
20 H -4.92 -1.18 2.42  0.00
21 H -2.58 0.27 2.57  0.00
22 H -3.00 -2.30 3.49  0.00
23 C 5.65 -1.49 1.11  0.00
24 N 4.47 -1.36 0.30  0.00
25 C 4.52 -0.81 -1.03  0.00
26 C 3.03 -0.69 -1.37  0.01
27 O 2.56 -0.20 -2.37  0.00
28 N 2.34 -1.23 -0.32  -0.04
29 C 3.20 -1.56 0.65  -0.01
30 N 2.81 -2.09 1.81  0.00
31 H 6.46 -1.90 0.51  0.00
32 H 5.48 -2.16 1.95  0.00
33 H 5.97 -0.51 1.50  0.00
34 H 5.02 -1.48 -1.73  0.00
35 H 5.00 0.17 -1.06  0.00
36 H 1.81 -2.16 1.97  0.00
37 H 3.41 -2.05 2.61  0.00
38 F -1.08 -2.56 -6.21  0.00
39 C -0.06 -1.73 -5.96  0.00
40 F -0.21 -0.67 -6.75  0.00
41 F 1.06 -2.36 -6.34  0.00
42 C -0.03 -1.37 -4.49  0.00
43 C 0.16 -2.38 -3.55  0.00
44 C 0.15 -2.04 -2.21  0.01
45 N -0.08 -0.80 -1.78  0.01
46 C -0.27 0.15 -2.68  0.01
47 C -0.25 -0.08 -4.05  -0.01
48 H 0.33 -3.40 -3.86  0.00
49 H 0.32 -2.79 -1.45  0.00
50 H -0.45 1.14 -2.31  0.01
51 H -0.41 0.74 -4.74  0.00
52 F 1.96 0.62 1.46  0.10
53 C -1.52 2.42 0.04  -0.01
54 N -0.21 2.00 0.59  0.06
55 C -0.19 2.44 2.01  0.00
56 N -0.37 3.87 2.11  0.00
57 C -1.66 4.25 1.55  0.00
58 N -1.70 3.86 0.15  0.01
59 C -0.63 4.54 -0.57  0.00
60 N 0.66 4.17 -0.01  0.00
61 C 0.86 2.74 -0.12  0.00
62 C 0.69 4.55 1.39  0.00
63 H -2.32 1.92 0.59  0.01
64 H -1.58 2.15 -1.01  0.00
65 H 0.77 2.16 2.45  0.00
66 H -0.99 1.93 2.56  0.00
67 H -1.78 5.33 1.63  0.00
68 H -2.46 3.75 2.10  0.00
69 H -0.77 5.62 -0.49  0.00
70 H -0.67 4.26 -1.63  0.00
71 H 1.82 2.48 0.33  0.00
72 H 0.87 2.44 -1.17  0.00
73 H 0.55 5.63 1.47  0.00
74 H 1.65 4.27 1.82  0.00

---

- Among the records above, which one has the lowest energy?
  C24H31F4IrN8O6